[1]
The following is a DFT calculation (ωB97M-V/def2-TZVPD) of a 10-piece molecular cluster, C39H104N8O10 overall at a distorted geometry.

- Structure (SMILES): CC1(C)CCCC(C)(C)N1O.COC[C@H](C)N.COC[C@H](C)N.COC[C@H](C)N.COC[C@H](C)N.COC[C@H](C)N.COC[C@H](C)N.COC[C@H](C)N.CO.CO
- Total energy: -2738.425785 Eh
- HOMO: -0.2758 Ha
- Max |F|: 5.7 eV/Å
- Relative energy (zero: lowest compared OMol25 entry of this formula, charge and spin): 0.00 kJ/mol

The geometry in XYZ format:
```
161
Properties=species:S:1:pos:R:3:lowdin_charge:R:1
C -6.88 0.31 1.85 -0.04
C -5.76 -0.71 2.10 -0.50
C -4.57 -0.16 1.29 -0.12
C -3.23 -0.82 1.64 -0.19
C -2.90 -0.72 3.11 -0.12
C -4.10 -1.26 4.01 -0.42
N -5.45 -0.81 3.54 -0.17
O -6.55 -0.97 4.29 0.01
C -4.12 -2.83 4.04 -0.02
C -3.88 -0.72 5.42 -0.05
C -6.22 -2.05 1.58 -0.04
H -6.62 1.13 2.52 0.09
H -7.85 -0.08 2.17 0.08
H -7.09 0.67 0.84 0.09
H -4.73 -0.41 0.24 0.12
H -4.39 0.91 1.31 0.11
H -2.41 -0.48 1.01 0.10
H -3.30 -1.89 1.47 0.08
H -2.54 0.27 3.38 0.10
H -2.01 -1.31 3.29 0.10
H -4.95 -3.29 4.57 0.08
H -4.15 -3.27 3.05 0.06
H -3.18 -3.01 4.58 0.08
H -4.19 0.32 5.47 0.07
H -4.53 -1.13 6.20 0.08
H -2.84 -0.70 5.75 0.09
H -6.88 -2.02 0.71 0.08
H -6.82 -2.61 2.29 0.09
H -5.43 -2.74 1.27 0.05
H -6.51 -0.21 4.87 0.11
C 6.65 -0.41 -1.09 -0.12
O 6.10 -0.75 -2.37 -0.15
H 7.54 0.16 -1.37 0.08
H 6.00 0.18 -0.44 0.07
H 6.80 -1.36 -0.59 0.08
H 6.50 -1.59 -2.58 0.08
C -1.35 -0.68 -3.95 -0.16
O -1.12 0.60 -3.40 -0.16
H -2.23 -0.79 -4.58 0.08
H -0.43 -0.83 -4.50 0.06
H -1.48 -1.44 -3.18 0.07
H -0.44 0.53 -2.74 0.00
C -3.77 -4.03 -0.97 -0.04
C -2.47 -4.86 -1.17 -0.44
C -2.03 -5.61 0.15 -0.16
O -1.79 -4.61 1.12 -0.21
C -0.50 -4.03 1.12 -0.10
N -2.57 -5.76 -2.30 0.04
H -4.64 -4.64 -0.74 0.08
H -3.93 -3.52 -1.92 0.08
H -3.66 -3.35 -0.13 0.05
H -1.79 -4.05 -1.43 0.10
H -1.18 -6.29 0.04 0.12
H -2.94 -6.18 0.38 0.12
H -0.48 -3.46 2.05 0.08
H -0.44 -3.32 0.29 0.07
H 0.30 -4.76 1.04 0.09
H -1.68 -6.15 -2.57 0.07
H -3.00 -5.18 -3.01 0.06
C 4.51 -2.49 2.47 -0.08
C 4.86 -2.77 3.88 -0.46
C 3.61 -2.57 4.80 -0.14
O 2.86 -1.31 4.73 -0.24
C 3.64 -0.12 5.08 -0.07
N 5.14 -4.15 3.94 0.01
H 4.09 -1.49 2.42 0.06
H 3.83 -3.15 1.93 0.09
H 5.39 -2.59 1.83 0.07
H 5.78 -2.26 4.19 0.14
H 3.88 -2.60 5.86 0.11
H 2.80 -3.30 4.71 0.13
H 4.31 -0.50 5.85 0.08
H 3.12 0.75 5.47 0.07
H 4.25 0.23 4.25 0.08
H 5.87 -4.44 3.31 0.08
H 5.34 -4.53 4.85 0.08
C 1.27 3.35 -5.19 -0.03
C 2.33 2.93 -4.11 -0.40
C 3.81 3.29 -4.51 -0.23
O 4.22 2.63 -5.67 -0.21
C 5.68 2.68 -5.67 -0.08
N 1.93 3.48 -2.84 0.06
H 0.33 3.00 -4.76 0.06
H 1.40 2.79 -6.11 0.07
H 1.18 4.40 -5.46 0.08
H 2.37 1.84 -4.03 0.09
H 4.31 2.93 -3.61 0.12
H 3.98 4.36 -4.65 0.13
H 6.04 1.96 -4.93 0.08
H 6.07 3.67 -5.44 0.08
H 6.10 2.50 -6.66 0.09
H 2.28 4.43 -2.77 0.08
H 0.94 3.49 -3.01 0.04
C -2.90 3.01 -0.51 -0.06
C -2.06 3.92 -1.38 -0.45
C -2.65 4.16 -2.79 -0.18
O -1.70 4.81 -3.67 -0.21
C -2.28 5.16 -4.92 -0.11
N -1.73 5.16 -0.71 0.04
H -3.93 3.32 -0.33 0.08
H -2.44 2.94 0.48 0.07
H -2.97 2.04 -1.00 0.07
H -1.09 3.46 -1.57 0.12
H -3.59 4.70 -2.66 0.12
H -2.95 3.22 -3.25 0.12
H -3.07 5.91 -4.83 0.09
H -2.62 4.22 -5.37 0.09
H -1.52 5.56 -5.59 0.08
H -2.48 5.67 -0.27 0.07
H -1.40 5.81 -1.41 0.06
C 3.04 0.21 -0.47 -0.04
C 1.55 -0.08 -0.55 -0.38
C 0.71 0.88 0.33 -0.16
O 0.96 0.74 1.73 -0.20
C 0.92 -0.57 2.32 -0.07
N 1.17 -0.08 -1.98 0.09
H 3.53 -0.46 -1.18 0.06
H 3.48 0.19 0.53 0.07
H 3.12 1.22 -0.87 0.08
H 1.42 -1.09 -0.14 0.11
H -0.34 0.73 0.12 0.10
H 0.83 1.92 0.04 0.12
H 0.99 -0.56 3.41 0.08
H 1.73 -1.20 1.96 0.06
H 0.02 -1.12 2.04 0.06
H 1.79 0.59 -2.40 0.05
H 1.29 -0.95 -2.48 0.04
C 2.38 -0.97 -6.12 -0.04
C 3.07 -0.86 -4.75 -0.42
C 3.08 -2.22 -3.93 -0.16
O 1.79 -2.47 -3.45 -0.24
C 1.71 -3.56 -2.56 -0.09
N 4.34 -0.18 -4.82 0.08
H 1.33 -1.24 -6.01 0.06
H 2.94 -1.70 -6.69 0.07
H 2.43 -0.01 -6.65 0.07
H 2.38 -0.15 -4.30 0.08
H 3.72 -2.14 -3.05 0.11
H 3.34 -3.03 -4.61 0.13
H 0.65 -3.79 -2.44 0.08
H 2.23 -3.23 -1.66 0.08
H 2.20 -4.52 -2.74 0.09
H 4.63 -0.29 -3.86 0.03
H 4.30 0.81 -5.04 0.03
C 0.44 2.32 5.20 -0.04
C 0.02 3.04 3.87 -0.43
C -0.72 4.35 4.04 -0.21
O -1.87 4.29 4.91 -0.19
C -3.00 3.60 4.34 -0.08
N 1.30 3.43 3.25 0.04
H 0.69 1.30 4.88 0.05
H -0.41 2.25 5.87 0.07
H 1.31 2.77 5.66 0.07
H -0.59 2.34 3.30 0.11
H -0.92 4.71 3.03 0.11
H -0.07 5.14 4.41 0.13
H -2.86 2.53 4.50 0.06
H -3.13 3.83 3.29 0.08
H -3.80 3.98 4.98 0.09
H 1.78 2.60 2.93 0.05
H 1.04 3.95 2.43 0.06
```

[2]
The following is a DFT calculation (ωB97M-V/def2-TZVPD) of a 12-piece molecular cluster, C39H105N3O12 overall at a distorted geometry.

- Structure (SMILES): COC[C@H](C)N.COC[C@H](C)N.COC[C@H](C)N.CC(C)O.CC(C)O.CC(C)O.CC(C)O.CC(C)O.CC(C)O.CC(C)O.CC(C)O.CC(C)O
- Total energy: -2615.821950 Eh
- HOMO: -0.3398 Ha
- Max |F|: 3.1 eV/Å
- Relative energy (zero: lowest compared OMol25 entry of this formula, charge and spin): 571.18 kJ/mol

The geometry in XYZ format:
```
159
Properties=species:S:1:pos:R:3:lowdin_charge:R:1
C 1.58 4.46 6.90 -0.07
C 2.16 3.15 7.44 -0.43
C 2.47 2.08 6.37 -0.20
O 1.35 1.48 5.72 -0.21
C 0.44 0.70 6.58 -0.07
N 3.19 3.47 8.44 0.03
H 1.26 5.15 7.68 0.07
H 0.72 4.22 6.27 0.08
H 2.26 5.08 6.32 0.08
H 1.35 2.72 8.02 0.11
H 3.16 1.33 6.74 0.12
H 2.90 2.61 5.51 0.12
H 1.02 -0.09 7.06 0.08
H -0.27 0.18 5.94 0.08
H -0.09 1.25 7.36 0.08
H 4.06 3.79 8.03 0.07
H 2.77 4.22 8.97 0.06
C 2.38 -6.47 -0.86 -0.05
C 1.67 -5.37 -1.70 -0.41
C 2.48 -4.53 -2.66 -0.20
O 3.47 -3.83 -1.93 -0.20
C 4.22 -3.03 -2.79 -0.12
N 0.52 -6.10 -2.31 0.02
H 1.67 -6.98 -0.20 0.07
H 3.18 -5.93 -0.36 0.07
H 2.88 -7.24 -1.45 0.08
H 1.15 -4.78 -0.95 0.12
H 1.87 -3.79 -3.17 0.12
H 3.02 -5.11 -3.41 0.13
H 3.65 -2.23 -3.28 0.09
H 4.78 -3.66 -3.49 0.09
H 4.94 -2.55 -2.12 0.09
H -0.08 -5.45 -2.79 0.05
H -0.05 -6.30 -1.50 0.05
C -5.00 4.54 -7.53 -0.06
C -3.53 4.83 -7.27 -0.46
C -2.73 3.56 -6.90 -0.17
O -3.12 2.97 -5.65 -0.20
C -2.54 3.60 -4.52 -0.11
N -3.02 5.41 -8.47 0.02
H -5.65 5.31 -7.96 0.08
H -5.50 4.17 -6.64 0.07
H -5.08 3.67 -8.18 0.08
H -3.47 5.61 -6.51 0.12
H -1.67 3.81 -6.91 0.12
H -2.81 2.90 -7.77 0.13
H -1.51 3.26 -4.48 0.09
H -2.95 3.28 -3.56 0.08
H -2.64 4.68 -4.55 0.08
H -3.60 6.21 -8.68 0.07
H -2.12 5.84 -8.32 0.07
C -0.93 -2.81 -8.05 -0.08
C -0.74 -1.74 -7.00 -0.45
C -1.50 -2.08 -5.69 -0.05
O 0.67 -1.84 -6.71 -0.09
H -0.70 -2.32 -9.00 0.08
H -1.92 -3.27 -8.10 0.08
H -0.29 -3.70 -8.03 0.08
H -0.89 -0.72 -7.35 0.13
H -1.10 -1.41 -4.94 0.07
H -1.44 -3.11 -5.34 0.08
H -2.56 -1.90 -5.92 0.08
H 1.16 -2.02 -7.51 0.07
C -2.06 -5.78 2.08 -0.05
C -3.22 -5.45 1.14 -0.52
C -3.14 -4.07 0.56 -0.06
O -3.17 -6.41 0.11 -0.05
H -1.15 -5.32 1.70 0.07
H -1.94 -6.85 2.17 0.08
H -2.24 -5.28 3.03 0.08
H -4.16 -5.62 1.66 0.13
H -3.13 -3.23 1.25 0.08
H -4.00 -3.86 -0.08 0.08
H -2.22 -4.00 -0.02 0.08
H -4.03 -6.37 -0.31 0.09
C 2.30 -5.29 6.68 -0.05
C 1.19 -6.06 5.92 -0.48
C 1.60 -7.36 5.23 -0.05
O 0.11 -6.31 6.83 -0.07
H 3.17 -5.14 6.05 0.07
H 2.65 -5.91 7.51 0.08
H 2.02 -4.30 7.02 0.07
H 0.75 -5.42 5.15 0.12
H 2.20 -7.07 4.37 0.08
H 0.75 -7.88 4.78 0.07
H 2.05 -8.12 5.87 0.08
H -0.03 -5.53 7.36 0.08
C 5.27 2.92 -1.29 -0.06
C 5.12 3.94 -2.44 -0.50
C 4.58 3.36 -3.77 -0.04
O 4.31 4.94 -1.96 -0.05
H 4.34 2.47 -0.95 0.07
H 5.65 3.43 -0.40 0.07
H 6.03 2.15 -1.47 0.07
H 6.11 4.34 -2.64 0.13
H 5.07 2.38 -3.78 0.07
H 4.96 3.94 -4.61 0.07
H 3.50 3.23 -3.82 0.08
H 3.44 4.68 -1.65 0.09
C -0.62 5.73 1.65 -0.06
C 0.75 5.95 1.00 -0.49
C 1.97 5.82 1.91 -0.05
O 0.86 4.88 0.09 -0.07
H -1.42 5.52 0.95 0.08
H -0.95 6.56 2.27 0.08
H -0.48 4.83 2.25 0.07
H 0.68 6.92 0.51 0.14
H 2.85 6.24 1.43 0.08
H 2.19 4.80 2.21 0.08
H 1.90 6.43 2.81 0.07
H 0.79 4.07 0.59 0.07
C -5.60 -0.07 -2.97 -0.08
C -6.57 0.58 -3.92 -0.50
C -6.90 2.05 -3.46 -0.04
O -5.97 0.52 -5.18 -0.04
H -6.02 -0.15 -1.97 0.07
H -4.57 0.25 -2.88 0.08
H -5.63 -1.12 -3.28 0.08
H -7.47 -0.03 -3.96 0.14
H -6.03 2.69 -3.39 0.07
H -7.38 2.01 -2.48 0.06
H -7.63 2.56 -4.10 0.07
H -5.15 1.02 -5.19 0.08
C -4.28 2.21 2.61 -0.05
C -5.44 3.20 2.80 -0.52
C -6.38 3.09 1.66 -0.08
O -6.06 2.84 4.01 -0.05
H -3.57 2.14 3.44 0.07
H -3.74 2.60 1.76 0.07
H -4.73 1.23 2.46 0.08
H -5.10 4.22 2.98 0.14
H -7.29 3.63 1.92 0.08
H -6.74 2.08 1.45 0.09
H -5.94 3.48 0.75 0.09
H -6.98 2.60 3.87 0.08
C 0.66 -1.32 1.93 -0.07
C 1.05 -0.21 0.97 -0.47
C 0.29 -0.37 -0.34 -0.06
O 0.64 1.04 1.54 -0.06
H 1.31 -1.33 2.80 0.07
H 0.82 -2.31 1.49 0.07
H -0.37 -1.33 2.29 0.08
H 2.13 -0.32 0.82 0.13
H 0.51 0.34 -1.13 0.07
H -0.78 -0.26 -0.14 0.08
H 0.60 -1.29 -0.82 0.07
H 0.59 0.93 2.49 0.07
C 6.30 -0.42 3.68 -0.08
C 6.66 -1.85 3.76 -0.53
C 6.02 -2.66 2.58 -0.04
O 8.04 -2.04 3.66 -0.04
H 5.24 -0.24 3.52 0.08
H 6.83 0.07 2.86 0.09
H 6.42 0.13 4.61 0.08
H 6.30 -2.25 4.70 0.14
H 6.52 -2.56 1.61 0.08
H 4.99 -2.31 2.49 0.06
H 6.00 -3.65 3.02 0.07
H 8.27 -1.49 2.90 0.08
```

[3]
The following is a DFT calculation (ωB97M-V/def2-TZVPD) of a 12-piece molecular cluster, C39H105N3O12 overall at a distorted geometry.

- Structure (SMILES): COC[C@H](C)N.COC[C@H](C)N.COC[C@H](C)N.CC(C)O.CC(C)O.CC(C)O.CC(C)O.CC(C)O.CC(C)O.CC(C)O.CC(C)O.CC(C)O
- Total energy: -2615.897743 Eh
- HOMO: -0.3394 Ha
- Max |F|: 3.9 eV/Å
- Relative energy (zero: lowest compared OMol25 entry of this formula, charge and spin): 372.18 kJ/mol

The geometry in XYZ format:
```
159
Properties=species:S:1:pos:R:3:lowdin_charge:R:1
C 13.44 15.74 17.52 -0.05
C 14.73 16.56 17.41 -0.48
C 15.91 16.08 18.28 -0.04
O 15.17 16.49 16.09 -0.07
H 13.76 14.72 17.38 0.07
H 12.69 16.04 16.84 0.04
H 13.00 15.76 18.50 0.07
H 14.55 17.60 17.62 0.13
H 15.63 15.92 19.27 0.05
H 16.74 16.81 18.23 0.10
H 16.29 15.15 17.94 0.06
H 15.44 15.57 15.93 0.06
C 12.55 17.16 7.47 -0.03
C 13.60 16.48 8.45 -0.43
C 13.21 16.75 9.92 -0.03
O 13.43 15.13 8.16 -0.09
H 12.64 16.81 6.45 0.07
H 12.62 18.25 7.46 0.07
H 11.63 16.76 7.90 0.06
H 14.62 16.58 8.13 0.14
H 12.13 16.39 10.08 0.11
H 13.30 17.75 10.32 0.05
H 13.90 16.21 10.58 0.06
H 12.61 14.78 8.51 0.05
C 6.32 12.33 10.93 -0.06
C 6.83 12.03 12.27 -0.47
C 5.89 11.46 13.35 -0.03
O 8.05 11.23 12.10 -0.14
H 7.18 12.39 10.23 0.07
H 5.86 13.31 10.91 0.08
H 5.51 11.65 10.52 0.10
H 7.21 12.94 12.74 0.10
H 5.35 10.59 12.99 0.07
H 5.26 12.29 13.64 0.08
H 6.55 11.26 14.24 0.09
H 7.89 10.23 12.20 0.08
C 8.45 16.02 11.76 -0.04
C 8.24 16.25 13.31 -0.47
C 7.88 17.64 13.76 -0.06
O 7.19 15.26 13.57 -0.08
H 8.66 14.95 11.55 0.06
H 9.27 16.59 11.30 0.06
H 7.53 16.41 11.26 0.10
H 9.17 15.90 13.80 0.11
H 8.65 18.47 13.49 0.12
H 7.73 17.58 14.86 0.08
H 6.91 17.87 13.37 0.07
H 6.87 15.40 14.47 0.08
C 9.22 14.52 8.27 -0.05
C 9.81 13.38 9.04 -0.51
C 9.93 12.07 8.26 -0.03
O 11.04 13.82 9.60 -0.08
H 9.14 15.48 8.85 0.09
H 8.24 14.14 8.05 0.08
H 9.76 14.70 7.37 0.07
H 9.10 13.04 9.83 0.11
H 10.70 11.49 8.72 0.06
H 10.28 12.34 7.28 0.08
H 8.98 11.55 8.17 0.08
H 11.24 13.30 10.42 0.07
C 14.21 11.34 8.99 -0.05
C 15.19 12.34 9.56 -0.52
C 16.19 12.67 8.48 -0.04
O 14.57 13.46 10.14 -0.07
H 13.47 10.89 9.71 0.08
H 14.81 10.60 8.45 0.09
H 13.59 11.87 8.31 0.06
H 15.61 11.86 10.44 0.12
H 16.88 13.46 8.79 0.09
H 15.71 13.02 7.61 0.06
H 16.68 11.78 8.16 0.07
H 14.16 13.99 9.43 0.05
C 11.97 17.87 13.93 -0.05
C 13.19 18.48 13.21 -0.47
C 12.74 19.56 12.23 -0.04
O 14.04 18.96 14.24 -0.03
H 12.26 16.85 14.22 0.05
H 11.15 17.77 13.23 0.05
H 11.65 18.44 14.82 0.10
H 13.66 17.63 12.79 0.10
H 12.10 19.14 11.50 0.05
H 13.58 19.97 11.81 0.05
H 12.22 20.36 12.72 0.09
H 14.28 18.14 14.68 0.05
C 15.58 15.00 12.77 -0.05
C 16.15 13.74 13.41 -0.45
C 17.44 13.35 12.70 -0.04
O 16.42 13.91 14.83 -0.06
H 16.29 15.83 12.58 0.10
H 14.74 15.39 13.37 0.07
H 15.08 14.63 11.89 0.04
H 15.43 12.92 13.36 0.10
H 18.21 14.11 12.70 0.09
H 17.27 12.88 11.68 0.09
H 17.83 12.54 13.25 0.04
H 16.75 13.17 15.29 0.03
C 10.74 12.33 14.49 -0.02
C 10.80 13.00 13.11 -0.53
C 11.94 13.88 12.98 -0.05
O 10.77 12.06 12.06 -0.09
H 11.13 13.02 15.26 0.07
H 11.44 11.50 14.41 0.06
H 9.72 11.94 14.67 0.08
H 9.84 13.60 12.92 0.14
H 12.88 13.40 13.23 0.08
H 11.86 14.75 13.71 0.09
H 11.94 14.37 11.98 0.08
H 9.84 11.64 11.98 0.09
C 10.21 8.37 12.15 -0.05
C 9.10 7.85 13.05 -0.43
C 9.17 8.46 14.41 -0.20
O 7.97 8.13 15.16 -0.19
C 8.15 8.66 16.48 -0.11
N 7.84 8.25 12.41 0.02
H 10.05 9.44 12.03 0.06
H 10.26 7.88 11.16 0.09
H 11.13 8.27 12.68 0.05
H 9.19 6.77 13.06 0.13
H 9.30 9.54 14.37 0.11
H 10.08 8.06 14.97 0.15
H 9.10 8.24 16.96 0.11
H 7.35 8.23 17.09 0.09
H 8.17 9.72 16.52 0.06
H 7.74 7.78 11.53 0.08
H 6.96 7.98 12.99 0.13
C 14.43 9.01 11.92 -0.04
C 14.41 9.03 13.45 -0.41
C 15.47 10.00 14.03 -0.21
O 15.80 9.55 15.32 -0.18
C 16.69 10.33 16.05 -0.12
N 13.13 9.30 14.03 0.06
H 15.40 9.21 11.57 0.05
H 13.78 9.79 11.59 0.05
H 14.09 8.16 11.33 0.08
H 14.84 8.09 13.83 0.14
H 15.05 11.03 14.02 0.11
H 16.42 10.10 13.38 0.14
H 17.71 10.07 15.77 0.09
H 16.66 10.05 17.12 0.09
H 16.45 11.42 16.17 0.09
H 12.75 10.17 13.72 0.04
H 13.22 9.37 15.04 0.09
C 9.78 15.30 17.18 -0.06
C 9.79 14.31 18.33 -0.40
C 8.66 13.31 18.01 -0.17
O 8.76 12.11 18.86 -0.22
C 7.56 11.46 19.17 -0.14
N 11.09 13.63 18.42 0.06
H 10.39 16.16 17.43 0.07
H 8.79 15.69 17.02 0.07
H 10.18 14.88 16.25 0.07
H 9.53 14.66 19.33 0.15
H 8.60 12.94 16.96 0.12
H 7.67 13.75 18.18 0.11
H 7.88 10.94 20.09 0.10
H 7.15 10.91 18.31 0.07
H 6.71 12.16 19.51 0.10
H 11.23 13.08 17.62 0.04
H 11.19 12.98 19.20 0.08
```